# 1
ORCA calculation (the ωB97M-V functional and the def2-TZVPD basis) on C21H42O4 in the gas phase.

```
! wB97M-V def2-TZVPD RIJCOSX def2/J DEFGRID3
* xyz 0 1
C -7.62831 -1.14675 -0.08016
C -6.29244 -0.41837 0.00934
C -5.15049 -1.37712 0.33745
C -3.79591 -0.68747 0.50955
C -3.26380 -0.04528 -0.78140
C -3.41986 1.47787 -0.81305
C -2.40294 2.20215 0.07226
C -1.01332 2.26456 -0.55767
C 0.02282 2.86025 0.39259
C 1.41911 2.85053 -0.22432
C 2.48544 3.32954 0.75797
C 3.88687 3.41739 0.14688
C 4.38014 2.12889 -0.51404
C 4.47946 0.94514 0.44592
C 4.73560 -0.35896 -0.30570
C 4.82214 -1.56183 0.63392
C 4.62878 -2.89308 -0.11292
C 3.19161 -3.00440 -0.54546
O 2.73432 -2.54029 -1.56436
O 2.46056 -3.65089 0.36333
C 1.06539 -3.78693 0.11896
C 0.22718 -2.68331 0.80147
O -1.12954 -2.92204 0.53736
C 0.61095 -1.26916 0.32701
O 0.37489 -1.10629 -1.04652
H -7.59563 -1.90839 -0.85658
H -8.43082 -0.45117 -0.31592
H -7.86256 -1.63357 0.86439
H -6.35151 0.34992 0.78424
H -6.09367 0.07912 -0.94138
H -5.39189 -1.90398 1.26440
H -5.07330 -2.12808 -0.45279
H -3.08767 -1.43607 0.86871
H -3.88743 0.07336 1.28725
H -2.20778 -0.28481 -0.90985
H -3.79148 -0.47379 -1.63598
H -3.30110 1.83106 -1.84029
H -4.42816 1.74102 -0.48887
H -2.75023 3.22147 0.26001
H -2.33831 1.69677 1.03837
H -0.69236 1.26278 -0.84637
H -1.05743 2.86775 -1.46764
H 0.03716 2.27902 1.31885
H -0.25997 3.88333 0.65295
H 1.42926 3.48882 -1.11073
H 1.64143 1.83194 -0.54476
H 2.21107 4.32288 1.12262
H 2.50002 2.66557 1.62487
H 4.59028 3.70915 0.93096
H 3.88961 4.20730 -0.60816
H 5.36503 2.31650 -0.94885
H 3.71082 1.86758 -1.33498
H 5.27839 1.12246 1.16964
H 3.54539 0.84678 1.00118
H 5.66120 -0.27923 -0.87958
H 3.92433 -0.51404 -1.01968
H 5.79438 -1.57523 1.12928
H 4.05923 -1.48267 1.41304
H 4.86327 -3.72762 0.54682
H 5.27129 -2.91669 -0.99304
H 0.87731 -3.77707 -0.96099
H 0.77199 -4.75541 0.52800
H 0.36098 -2.75110 1.88624
H -1.32005 -2.54931 -0.33708
H -0.03735 -0.55245 0.83894
H 1.65213 -1.04855 0.59084
H 1.09545 -1.53952 -1.53646
*
```

Its molar mass is 358.563 g/mol. The total energy comes out at -1126.3549 Ha. Its SMILES is CCCCCCCCCCCCCCCCCC(=O)OC[C@H](O)CO.

***

# 2
ORCA calculation (the ωB97M-V functional and the def2-TZVPD basis) on 2 unconnected molecules or ions with the total composition C8H7BrN2O4 in a non-equilibrium geometry.

```
! wB97M-V def2-TZVPD RIJCOSX def2/J DEFGRID3
* xyz 0 1
O -2.05091 1.79410 -2.51725
N -1.81045 2.03540 -1.35385
O -2.39829 2.85499 -0.68231
C -0.75603 1.28602 -0.72071
C -0.03896 0.35553 -1.46706
C 0.93952 -0.39236 -0.85452
C 1.20716 -0.18979 0.50463
N 2.13741 -1.00479 1.11844
O 2.53212 -0.61297 2.38784
O 2.81918 -1.86840 0.54204
Br 4.62063 -1.23285 -0.53652
C 0.50279 0.76138 1.24574
C -0.48397 1.49687 0.62773
H -0.26608 0.23154 -2.51552
H 1.50458 -1.12629 -1.40538
H 3.28749 -1.16407 2.64634
H 0.73404 0.90188 2.28900
H -1.05898 2.23128 1.16958
C -3.31489 -1.44589 -0.47190
C -2.39540 -1.74110 0.23011
H -4.13114 -1.17086 -1.07404
H -1.57982 -1.99963 0.83759
*
```

Its molar mass is 275.058 g/mol. The total energy comes out at -3293.2217 Ha. Its SMILES is O=[N+]([O-])c1ccc(N(O)OBr)cc1.C#C.

***

# 3
ORCA calculation (the ωB97M-V functional and the def2-TZVPD basis) on a molecular structure, C34H36N2O2P2RhS3 in a non-equilibrium geometry.

```
! wB97M-V def2-TZVPD RIJCOSX def2/J DEFGRID3
* xyz 1 1
Rh 0.44180 -0.14928 -0.09376
O -0.47476 1.80484 0.80124
P -1.86033 1.91186 1.37624
C -2.31857 0.38414 2.28891
P -0.81322 -0.20397 3.16256
O 0.21352 -0.66113 2.17673
C -0.17707 1.12227 4.19757
C 1.05896 1.66833 3.86640
C 1.60056 2.66382 4.66395
C 0.91021 3.10631 5.78211
C -0.32009 2.55207 6.11659
C -0.86358 1.55211 5.32996
C -1.21719 -1.56459 4.28095
C -0.08950 -2.26948 4.70847
C -0.22465 -3.35774 5.55066
C -1.49083 -3.75277 5.96735
C -2.60832 -3.04587 5.55350
C -2.47923 -1.94842 4.71340
C -3.17002 2.28227 0.19664
C -2.84244 3.21990 -0.77966
C -3.81200 3.66043 -1.66422
C -5.10446 3.16329 -1.57654
C -5.43018 2.23140 -0.60195
C -4.46942 1.79737 0.29602
C -1.99795 3.29078 2.52728
C -3.17176 3.46510 3.25752
C -3.31511 4.56996 4.07791
C -2.29554 5.51019 4.15490
C -1.14102 5.35325 3.40266
C -0.98957 4.24398 2.58430
H -2.57769 -0.38009 1.55218
H -3.15501 0.56427 2.96451
H 1.57195 1.30687 2.98364
H 2.55889 3.09789 4.40959
H 1.33306 3.88497 6.40352
H -0.84700 2.89796 6.99593
H -1.81245 1.09912 5.59688
H 0.88721 -1.94637 4.36912
H 0.65436 -3.89479 5.88246
H -1.60097 -4.60823 6.62003
H -3.59221 -3.34906 5.88656
H -3.36049 -1.39852 4.40540
H -1.82330 3.58318 -0.84764
H -3.55897 4.38936 -2.42146
H -5.86231 3.50387 -2.26927
H -6.43805 1.84176 -0.54397
H -4.73548 1.07589 1.06054
H -3.97838 2.74524 3.17028
H -4.22652 4.71058 4.64385
H -2.40974 6.37558 4.79448
H -0.36204 6.10317 3.44708
H -0.09802 4.10418 1.98649
S -1.43700 1.45601 -3.91535
C -0.77670 0.78730 -2.56642
S -1.62705 -0.26389 -1.51862
S 0.85588 1.03664 -2.10091
C 4.15878 -1.47266 3.56685
C 3.56122 -2.10224 2.30374
C 3.02019 -1.13756 1.36769
N 2.59164 -0.37912 0.62223
H 4.49169 -2.26980 4.22861
H 3.42512 -0.86572 4.09545
H 5.01444 -0.84502 3.32573
H 2.74135 -2.77331 2.57429
H 4.32242 -2.68604 1.78274
C 0.66040 -5.65926 -1.09549
C 1.60002 -4.47989 -1.38289
C 2.96661 -4.69509 -0.71269
C 1.76564 -4.28562 -2.90273
C 1.02608 -3.24335 -0.86496
N 0.58830 -2.26212 -0.47175
H 1.13572 -6.57579 -1.44288
H -0.28611 -5.54231 -1.62211
H 0.45447 -5.75603 -0.02952
H 3.44194 -5.56830 -1.15729
H 2.85236 -4.86838 0.35792
H 3.61289 -3.83034 -0.86843
H 2.21295 -5.18441 -3.32593
H 2.40964 -3.43443 -3.12259
H 0.79853 -4.11877 -3.37545
*
```

Its molar mass is 765.729 g/mol. The total energy comes out at -3564.9200 Ha.

***

Looking at ΔE to the lowest compared entry with this formula, charge and spin for the records above, in order, we have 0.173 2.934 1.461 eV.